P:
Density functional theory data (ωB97M-V with the def2-TZVPD basis set) for the molecule C20H28N4O4.

Structure (XYZ):
```
56
C20H28N4O4 | OMol25 | ωB97M-V with the def2-TZVPD basis set
C -5.4700 6.2784 -0.1846
C -3.9782 6.4864 -0.0372
O -3.3540 6.3355 -1.3479
N -2.7363 5.1063 -1.4048
C -2.7111 4.5790 -0.2490
C -2.0927 3.2368 -0.0223
O -2.0845 2.7477 1.0972
N -1.5720 2.6438 -1.1124
C -0.9353 1.3408 -1.0295
C 0.4880 1.4221 -0.4859
C 1.1872 0.0695 -0.4175
C 2.6700 0.2329 -0.0804
C 3.3679 -1.1169 0.0601
C 2.6351 -2.0146 1.0539
N 1.2255 -2.1402 0.6876
C 0.7734 -3.1188 -0.1657
O -0.1441 -2.9203 -0.9479
C 1.4068 -4.4692 -0.0706
C 1.7655 -5.0564 1.1341
C 2.2688 -6.3482 1.1622
C 2.4304 -7.0823 -0.0081
N 2.8868 -8.3892 -0.0146
C 2.0617 -6.4791 -1.2194
O 2.2528 -7.2421 -2.3449
C 1.5487 -5.2022 -1.2476
C 0.5429 -0.8524 0.6190
C -3.2861 5.4384 0.8377
C -2.1933 5.9925 1.7504
H -5.9662 6.4322 0.7751
H -5.8853 6.9772 -0.9093
H -5.6777 5.2617 -0.5231
H -3.7484 7.5025 0.2857
H -1.6279 3.1395 -1.9869
H -1.5534 0.7089 -0.3923
H -0.9347 0.9026 -2.0283
H 1.0683 2.0959 -1.1242
H 0.4571 1.8743 0.5100
H 1.1013 -0.4284 -1.3913
H 3.1619 0.8387 -0.8457
H 2.7559 0.7858 0.8633
H 3.3930 -1.6219 -0.9113
H 4.4036 -0.9852 0.3817
H 3.0953 -2.9967 1.0951
H 2.6817 -1.5780 2.0568
H 1.6312 -4.5135 2.0608
H 2.5287 -6.8079 2.1086
H 3.2594 -8.7143 -0.8916
H 3.4249 -8.6700 0.7876
H 1.9153 -6.7681 -3.1112
H 1.2347 -4.7572 -2.1855
H 0.6096 -0.3861 1.6083
H -0.5029 -1.0409 0.3958
H -4.0098 4.8732 1.4273
H -1.6797 5.1803 2.2622
H -1.4626 6.5603 1.1712
H -2.6267 6.6571 2.4991
```

Output
- HOMO-LUMO gap (eV) = 8.7
- lowest unoccupied orbital energy (eV) = 0.714
- SMILES string = C[C@@H]1ON=C(C(=O)NCC[C@H]2CCCN(C(=O)c3ccc(N)c(O)c3)C2)[C@H]1C

Löwdin atomic charge list, values in e, 6 entries: -0.033 -0.319 -0.078 0.136 -0.180 -0.436

Q:
Density functional theory data (ωB97M-V with the def2-TZVPD basis set) for the molecule C20H28N4O4.

Structure (XYZ):
```
56
C20H28N4O4 | OMol25 | ωB97M-V with the def2-TZVPD basis set
C 4.4564 4.9879 0.3576
C 3.4602 4.8445 1.5023
C 2.2773 3.9379 1.1610
C 2.6753 2.4767 0.9757
C 1.4567 1.5888 0.7421
C 1.8508 0.1332 0.6081
O 2.9634 -0.2880 0.8453
N 0.8622 -0.6875 0.1446
C 1.0747 -2.1354 0.1463
C 0.2644 -2.7833 1.2354
C 0.6407 -2.6189 2.5622
C -0.1347 -3.1460 3.5771
C -1.2940 -3.8418 3.2767
C -1.6736 -4.0119 1.9572
C -0.8980 -3.4809 0.9412
C -0.4792 -0.2621 -0.0514
C -0.9553 -0.1305 -1.3335
N -0.1379 -0.2412 -2.4157
N -2.2728 0.1906 -1.5621
C -2.7585 0.4777 -2.9021
C -3.2070 -0.7792 -3.6596
O -2.1432 -1.6994 -3.8489
C -2.2225 -2.8650 -3.0588
C -3.1913 0.3158 -0.5274
O -4.3622 0.5333 -0.7384
N -2.6692 0.1860 0.7246
C -1.3375 -0.0575 1.0862
O -1.0235 -0.0782 2.2561
H 3.9558 5.3437 -0.5409
H 4.9323 4.0369 0.1348
H 5.2339 5.7016 0.6212
H 3.0767 5.8344 1.7620
H 3.9732 4.4479 2.3809
H 1.5435 4.0015 1.9688
H 1.7963 4.3029 0.2494
H 3.2038 2.1217 1.8614
H 3.3517 2.3728 0.1265
H 0.7714 1.6623 1.5905
H 0.9173 1.9062 -0.1541
H 0.7960 -2.5435 -0.8323
H 2.1445 -2.2829 0.3144
H 1.5380 -2.0641 2.7907
H 0.1608 -3.0079 4.6061
H -1.9036 -4.2486 4.0702
H -2.5778 -4.5530 1.7171
H -1.1970 -3.6168 -0.0905
H 0.8052 -0.5255 -2.2000
H -0.5375 -0.6253 -3.2633
H -1.9751 0.9996 -3.4543
H -3.6270 1.1312 -2.7894
H -3.5565 -0.4761 -4.6519
H -4.0349 -1.2517 -3.1238
H -2.2383 -2.6310 -1.9886
H -3.1149 -3.4483 -3.3065
H -1.3361 -3.4535 -3.2911
H -3.3233 0.2999 1.4910
```

Output
- HOMO-LUMO gap (eV) = 9.1
- lowest unoccupied orbital energy (eV) = 0.509
- SMILES string = CCCCCC(=O)N(Cc1ccccc1)c1c(N)n(CCOC)c(=O)[nH]c1=O

Löwdin atomic charge list, values in e, 6 entries: -0.116 -0.271 -0.229 -0.205 -0.098 -0.432

Which is most stable? The ranking, best first, is Q, P.

P:
Density functional theory data (ωB97M-V with the def2-TZVPD basis set) for the ion C6H12N2 with charge +1.

Structure (XYZ):
```
20
C6H12N2 | OMol25 | ωB97M-V with the def2-TZVPD basis set
C 1.2783 -1.1075 2.0070
C 1.0580 -0.7389 0.5647
C 0.3763 0.7389 0.4605
C -0.9932 0.6715 -0.0861
C -1.9647 0.0499 0.5984
C -1.6099 0.8269 -2.3359
N -0.9342 1.3086 -1.3742
N 2.2027 -1.1250 -0.2496
H 0.9052 -2.0732 2.3726
H 2.3154 -1.1441 2.3145
H 1.0355 -0.4063 2.8344
H 0.3521 -1.4519 0.1085
H 0.4471 1.1800 1.4960
H 1.0086 1.4746 -0.0636
H -2.9864 -0.1323 0.2255
H -1.8357 -0.3437 1.5982
H -1.4205 1.1750 -3.3686
H -2.2626 -0.0173 -2.3517
H 3.0738 -0.6398 0.0377
H 2.0817 -0.9091 -1.2368
```

Output
- charge = +1
- spin multiplicity = 2
- HOMO-LUMO gap (alpha / beta) (eV) = 10.6 / 4.9
- lowest unoccupied orbital energy (alpha / beta) (eV) = -4.247 / -8.563

Löwdin atomic charge list, values in e, 6 entries: -0.067 -0.366 -0.069 -0.288 0.206 0.048

Q:
Density functional theory data (ωB97M-V with the def2-TZVPD basis set) for a cluster of 2 separate species, C6H12N2 in total.

Structure (XYZ):
```
20
C6H12N2 | OMol25 | ωB97M-V with the def2-TZVPD basis set
C 2.5934 -0.0655 0.0591
C 2.2976 0.1561 -1.4243
H 1.6826 -0.2051 0.6496
H 3.1951 -0.9610 0.2303
H 3.1458 0.7628 0.4916
H 1.5265 -0.4999 -1.8055
H 3.2173 -0.0816 -1.9625
H 2.1993 1.2160 -1.6544
C -2.5113 -0.0195 -1.2709
C -0.4618 -0.9108 1.4427
C -1.7325 -0.0531 -0.0309
C -1.8667 0.7487 1.1618
N -0.7948 -0.9882 0.1883
N -1.1224 0.1690 2.0838
H 0.3613 -1.2761 2.0478
H -0.8041 0.6285 2.9297
H -2.5669 1.5366 1.4074
H -3.5240 -0.3894 -1.0285
H -2.0859 -0.7653 -1.9292
H -2.7486 0.9977 -1.5860
```

Output
- charge = +1
- spin multiplicity = 2
- HOMO-LUMO gap (alpha / beta) (eV) = 10.5 / 6.8
- lowest unoccupied orbital energy (alpha / beta) (eV) = -4.060 / -7.772

Löwdin atomic charge list, values in e, 6 entries: -0.159 -0.154 0.005 0.074 0.069 0.053

Which is most stable? The ranking, best first, is Q, P.

P:
Density functional theory data (ωB97M-V with the def2-TZVPD basis set) for the molecule CH5N3.

Structure (XYZ):
```
9
CH5N3 | OMol25 | ωB97M-V with the def2-TZVPD basis set
H -1.8739 0.2998 1.5789
N -1.3499 1.0334 1.1548
C -0.4984 0.7232 0.2705
N -0.1614 -0.5302 -0.2459
N 1.1517 -0.8009 -0.7601
H 0.2048 1.4648 -0.1129
H -0.4836 -1.2675 0.3306
H 1.9098 -0.2355 -0.4358
H 1.1009 -0.6870 -1.7801
```

Output
- HOMO-LUMO gap (eV) = 10.5
- lowest unoccupied orbital energy (eV) = 1.101
- SMILES string = [H]/N=C\NN

Löwdin atomic charge list, values in e, 6 entries: 0.020 0.074 -0.333 -0.098 -0.004 0.106

Q:
Density functional theory data (ωB97M-V with the def2-TZVPD basis set) for the molecule CH5N3.

Structure (XYZ):
```
9
CH5N3 | OMol25 | ωB97M-V with the def2-TZVPD basis set
C 1.2398 -0.0179 0.4587
N -0.9165 -0.1179 -0.3194
N -1.9182 0.0524 -0.9471
N 0.1361 0.5935 -0.3150
H 2.1215 -0.4206 0.0597
H 1.5228 0.6827 1.3037
H 0.7079 -0.7174 1.0347
H -1.0186 -0.9691 0.3028
H -1.8748 0.9144 -1.5780
```

Output
- HOMO-LUMO gap (eV) = 9.8
- lowest unoccupied orbital energy (eV) = 1.111

Löwdin atomic charge list, values in e, 6 entries: -0.118 -0.311 0.042 -0.049 0.046 0.088

Which is most stable? The ranking, best first, is P, Q.

P:
Density functional theory data (ωB97M-V with the def2-TZVPD basis set) for a cluster of 2 separate species, C2H9N2O in total.

Structure (XYZ):
```
14
C2H9N2O | OMol25 | ωB97M-V with the def2-TZVPD basis set
C -1.4537 -0.5942 -0.0099
C -0.5544 -0.3957 0.9530
N 0.2731 0.8903 0.8485
N -1.3722 0.1059 -1.2401
H -2.3128 -1.2689 0.0704
H -0.5473 -0.8906 1.9340
H 0.3752 1.3483 1.7586
H 1.1872 0.2426 0.6059
H 0.0798 1.3572 -0.0434
H -1.2344 -0.4825 -2.0621
H -2.0118 0.8467 -1.4698
H 2.3693 -0.4054 -1.2287
H 3.0452 -0.3734 0.1472
O 2.1569 -0.3803 -0.2638
```

Output
- spin multiplicity = 2
- HOMO-LUMO gap (alpha / beta) (eV) = 4.0 / 10.3
- lowest unoccupied orbital energy (alpha / beta) (eV) = 0.993 / 0.758

Löwdin atomic charge list, values in e, 6 entries: -0.272 -0.210 0.040 -0.039 0.095 0.091

Q:
Density functional theory data (ωB97M-V with the def2-TZVPD basis set) for a cluster of 2 separate species, C2H9N2O in total.

Structure (XYZ):
```
14
C2H9N2O | OMol25 | ωB97M-V with the def2-TZVPD basis set
C 2.4879 -0.2598 0.2559
O 1.5454 0.5442 -0.2950
H 2.7212 -1.1733 -0.2955
H 3.4015 0.2860 0.4802
H 2.1092 -0.5430 1.2571
N -1.4312 0.9328 0.8708
C -1.8551 -0.1945 0.0281
N -1.0589 -0.5544 -1.1417
H -0.5219 0.7209 1.2747
H -1.1822 1.6687 0.2077
H -1.9396 -1.0940 0.6411
H -2.8610 0.0655 -0.3082
H -1.3347 -0.0911 -1.9976
H -0.0807 -0.3079 -0.9776
```

Output
- spin multiplicity = 2
- HOMO-LUMO gap (alpha / beta) (eV) = 9.6 / 6.7
- lowest unoccupied orbital energy (alpha / beta) (eV) = 0.837 / -2.032

Löwdin atomic charge list, values in e, 6 entries: -0.197 -0.053 0.083 0.088 0.114 -0.010

Which is most stable? The ranking, best first, is Q, P.

P:
Density functional theory data (ωB97M-V with the def2-TZVPD basis set) for a cluster of 9 separate species, C6H30NO9 in total.

Structure (XYZ):
```
46
C6H30NO9 | OMol25 | ωB97M-V with the def2-TZVPD basis set
C -2.2918 -3.1132 -0.7667
C -1.8501 -1.9770 0.0550
C -2.0339 -0.5682 -0.6744
C -1.0678 -0.4553 -1.8289
C -1.4945 -0.5469 -3.0711
C 1.0822 -1.6578 -1.6438
N 0.3769 -0.3373 -1.2793
H -3.3702 -3.1482 -0.9976
H -1.8749 -3.2029 -1.8178
H -2.1480 -4.2560 -0.3589
H -2.5041 -2.0568 0.9871
H -0.8900 -1.9861 0.6117
H -3.0954 -0.4083 -0.9813
H -2.0116 0.2840 0.1915
H -1.0049 -0.6945 -4.1384
H -2.5201 -0.4301 -3.1643
H 1.9909 -1.8662 -1.0257
H 0.3749 -2.4882 -1.4195
H 0.2720 -0.0926 -0.1899
H 0.8309 0.4170 -1.7410
H 3.0113 1.6217 -3.2606
O 2.5954 0.9659 -2.8238
H 2.5365 0.3002 -3.5051
H 1.1185 -2.5892 -3.4165
O 1.1313 -1.6467 -3.0145
H -1.5018 0.7125 2.6843
H -2.1738 1.7620 3.4147
O -2.1835 1.4439 2.5392
H 3.3019 -0.6624 0.2781
H 3.1373 -0.0813 1.5272
O 2.5765 -0.6106 0.8883
H 0.0000 2.6045 0.2336
H -0.7511 1.5853 0.8985
O -0.2324 1.7336 0.0565
H 1.1989 2.5325 3.0730
H 2.3812 1.4088 3.0785
O 1.5573 1.5866 3.4730
H 0.4354 0.5571 2.8402
H 0.0552 -1.0243 2.1669
O -0.1759 -0.1361 2.3876
H -0.8080 2.5779 2.1098
H -0.5762 3.7028 3.0520
O -0.1792 3.2861 2.3845
H 1.9438 1.7124 0.3675
H 2.3861 3.0985 0.8634
O 2.4449 2.1430 0.9569
```

Output
- charge = +1
- HOMO-LUMO gap (eV) = 10.9
- lowest unoccupied orbital energy (eV) = -2.500

Löwdin atomic charge list, values in e, 6 entries: -0.157 -0.273 -0.136 -0.268 0.099 -0.203

Q:
Density functional theory data (ωB97M-V with the def2-TZVPD basis set) for a cluster of 9 separate species, C6H30NO9 in total.

Structure (XYZ):
```
46
C6H30NO9 | OMol25 | ωB97M-V with the def2-TZVPD basis set
C 1.6932 0.8239 2.0074
C 1.0753 1.8599 1.1307
C -0.5288 2.3040 1.2184
C -3.2963 1.2563 -1.3045
O -3.0387 -0.0563 -1.6078
C -2.4029 2.0035 -0.3757
C -1.3968 1.5063 0.3116
N 1.4961 -0.5837 1.3872
H 1.1711 0.6703 3.0715
H 2.8174 0.9533 2.1189
H 1.6859 2.8356 1.4217
H 1.3288 1.8209 0.0629
H -0.5099 3.3924 0.9360
H -0.8697 2.3543 2.2794
H -3.4588 1.9872 -2.1174
H -4.3236 1.1706 -0.9032
H -2.0604 -0.1950 -1.8922
H -2.8221 3.0350 -0.3313
H -1.2333 0.4334 0.3146
H 0.5652 -1.1013 1.5754
H 2.1334 -1.2795 1.8098
H 1.5373 -0.5363 0.4058
H -1.1126 -3.4217 0.6381
H -0.3463 -3.9491 1.7744
O -0.3282 -3.3207 1.1757
H 1.8111 -2.4402 -1.7472
H 0.5739 -3.1843 -1.3062
O 1.5273 -3.3708 -1.5098
H 2.1025 -3.5218 0.2056
H 3.5076 -3.3038 0.6860
O 2.5351 -3.1020 0.9103
H -3.4503 -2.3718 -1.2710
H -2.0764 -1.7531 -1.1722
O -2.5280 -2.5107 -1.0215
H -0.3872 -2.0475 3.5180
H -1.5514 -1.0651 3.2016
O -0.6982 -1.4189 2.9609
H 2.3987 0.2360 -1.9298
H 3.5960 -0.4862 -2.3068
O 2.8833 -0.5441 -1.7071
H -0.6341 3.7836 -1.1453
H -1.3195 3.0457 -2.4326
O -0.4913 3.4744 -1.9991
H 0.8116 2.1716 -1.9502
H 1.9742 2.6185 -2.8086
O 1.6396 1.8275 -2.2826
```

Output
- charge = +1
- HOMO-LUMO gap (eV) = 10.2
- lowest unoccupied orbital energy (eV) = -2.567

Löwdin atomic charge list, values in e, 6 entries: -0.146 -0.170 -0.147 -0.298 -0.075 -0.120

Which is most stable? The ranking, best first, is Q, P.